Record 1
# C30H86N4O11

A molecular structure, C30H86N4O11 at a distorted geometry (ωB97M-V with the def2-TZVPD basis set, the Open Molecules 2025 dataset).

```
131
Properties=species:S:1:pos:R:3:forces:R:3
C -3.8369 -21.1322 -2.1201 0.26 -0.15 -1.72
C -5.2694 -20.5996 -1.8660 2.83 -2.73 -1.54
O -6.0248 -21.0571 -2.9571 -1.50 0.96 -0.91
H -3.8221 -22.1964 -1.8848 0.23 -0.09 -0.44
H -3.1308 -20.6525 -1.4424 -0.06 -1.36 -2.07
H -3.4910 -20.8458 -3.1134 -0.78 -1.17 -0.44
H -5.1509 -19.5241 -1.7346 -1.45 -1.35 -1.57
H -5.6948 -20.9553 -0.9276 1.48 -1.20 -2.49
H -6.2445 -21.9836 -2.8351 0.15 -0.06 0.18
C -7.1276 -22.4077 0.2711 -0.17 -1.48 -0.82
C -5.8770 -22.3547 1.1119 -3.65 -2.56 -4.48
O -4.7910 -23.0918 0.6723 0.40 -0.93 -0.84
H -7.3835 -23.4497 0.0793 -0.33 -0.11 -0.32
H -7.0570 -21.8493 -0.6623 -0.24 -0.59 0.00
H -7.9297 -21.9764 0.8701 -0.15 -0.42 -0.48
H -6.2391 -22.7217 2.0722 2.13 -1.25 -1.96
H -5.5720 -21.3318 1.3325 -2.68 -2.96 -4.53
H -3.9991 -22.6582 0.9988 0.15 0.24 -0.23
C -1.2988 -18.1656 -1.2790 7.42 3.59 0.81
C -0.5001 -17.3488 -2.2997 0.31 0.75 0.54
O 0.8988 -17.4804 -2.1608 0.91 -0.28 1.26
H -0.7375 -18.4512 -0.3894 1.48 0.92 -0.59
H -1.6372 -19.1410 -1.6286 6.06 1.80 -0.73
H -2.1709 -17.6426 -0.8867 1.64 -0.13 0.71
H -0.7772 -16.2948 -2.3195 -0.19 0.40 0.49
H -0.6434 -17.6847 -3.3267 -0.66 1.62 4.92
H 1.3576 -17.2280 -2.9654 -0.19 0.08 -0.12
C -6.3748 -14.7057 2.3823 0.41 0.07 -0.91
C -6.7278 -15.8852 1.4644 1.45 4.83 4.48
O -5.6725 -16.1681 0.5496 1.74 7.53 1.65
H -5.5072 -15.0165 2.9645 0.32 0.35 0.11
H -7.1598 -14.4342 3.0881 -0.26 -0.22 -0.12
H -6.1459 -13.8236 1.7843 0.31 0.29 0.24
H -7.6590 -15.7716 0.9094 1.08 5.97 5.30
H -6.9492 -16.7901 2.0302 0.24 4.77 0.97
H -5.7298 -17.1014 0.3325 0.75 4.96 0.47
C -4.5840 -16.1400 -3.0165 -1.08 0.57 0.13
C -5.9408 -16.8427 -2.8800 4.06 3.60 -4.39
O -5.9946 -17.8272 -3.8672 -1.03 -1.38 0.36
H -3.7599 -16.8374 -2.8659 -1.27 1.91 -0.77
H -4.5834 -15.3087 -2.3115 0.48 0.03 0.13
H -4.6114 -15.6959 -4.0115 0.38 0.00 -0.14
H -6.6660 -16.0426 -3.0286 0.54 0.82 -1.74
H -6.2408 -17.2098 -1.8985 2.03 1.05 -2.43
H -5.5593 -17.5647 -4.6816 -0.01 0.38 0.10
C -2.4010 -18.5572 1.2078 1.21 -0.91 -0.48
C -2.3069 -19.7324 0.1768 -1.24 -0.80 2.48
O -3.5295 -20.4550 -0.0314 2.81 -3.40 8.25
H -2.3798 -18.9569 2.2216 1.01 0.91 -2.35
H -3.2911 -17.9514 1.0374 0.42 0.15 0.29
H -1.4910 -17.9675 1.0972 -0.29 0.34 0.20
H -1.4852 -20.3467 0.5451 -0.23 -0.90 0.06
H -1.9694 -19.3576 -0.7895 -2.15 -3.34 5.34
H -4.1525 -19.8190 -0.3907 1.06 -0.13 0.19
C -3.5058 -19.7615 3.3117 -1.23 0.81 2.01
C -4.9284 -19.9784 2.7077 4.18 -0.28 2.34
O -5.0061 -21.3617 2.4368 5.42 4.22 9.94
H -3.1775 -18.7274 3.2072 -0.93 -0.21 1.01
H -2.7050 -20.3874 2.9179 -0.59 -0.31 -0.15
H -3.4958 -19.8787 4.3954 -0.43 -0.60 0.26
H -5.0665 -19.3894 1.8010 1.73 -2.71 0.33
H -5.6800 -19.5392 3.3636 1.23 -1.82 0.76
H -4.9114 -21.8524 3.2564 0.39 -0.04 0.94
C -2.4868 -18.8465 -3.6847 5.91 -1.64 -10.92
C -1.4547 -18.3762 -4.6976 0.84 -3.18 -2.34
C -0.9144 -19.5587 -5.5690 -0.09 0.27 1.52
O -0.4270 -20.6419 -4.7967 0.05 -0.24 0.14
C 0.6622 -20.3887 -3.9022 -0.28 -0.58 -0.72
N -1.9295 -17.3588 -5.5467 -1.11 1.15 -0.67
H -3.4201 -19.2170 -4.1086 0.88 -0.64 -1.41
H -2.8554 -18.0426 -3.0476 5.03 3.26 -9.66
H -2.0830 -19.5833 -2.9903 1.71 -2.13 -5.25
H -0.6068 -17.9515 -4.1600 0.05 -1.79 -4.41
H -0.1301 -19.1848 -6.2271 0.21 0.12 -0.29
H -1.7531 -19.9274 -6.1596 0.09 -0.25 -0.12
H 1.1589 -21.3449 -3.7379 -0.12 -0.09 -0.06
H 0.3455 -20.0381 -2.9200 -0.07 0.42 -0.09
H 1.4087 -19.7460 -4.3689 -0.01 0.39 0.11
H -1.3715 -17.3262 -6.3879 0.18 0.27 -0.18
H -2.8488 -17.6424 -5.8541 -0.38 0.23 -0.26
C -6.1784 -19.8582 0.3115 2.95 4.05 -3.76
C -5.8288 -18.3454 0.4475 -0.50 -6.48 -2.33
C -5.0178 -17.8715 -0.8026 1.75 -2.05 0.00
O -3.8116 -18.6438 -0.9211 -4.09 6.37 1.42
C -3.2012 -18.4390 -2.1334 -9.39 -2.56 8.24
N -7.0330 -17.5847 0.7324 -4.81 -11.29 -8.61
H -5.2214 -20.3792 0.2866 -1.68 0.67 0.68
H -6.6957 -20.0057 -0.6366 -0.02 0.79 1.54
H -6.9190 -20.2256 1.0219 3.92 10.59 -16.24
H -5.1252 -18.2423 1.2736 0.49 1.08 -1.99
H -4.7746 -16.8112 -0.7336 0.68 -0.62 -0.77
H -5.6278 -18.0658 -1.6848 2.17 -1.93 1.99
H -3.8976 -18.6152 -2.9532 -3.49 -0.23 3.34
H -2.3546 -19.1236 -2.1842 -7.06 1.98 2.26
H -2.8125 -17.4241 -2.2170 -0.77 0.52 2.21
H -7.5525 -18.1139 1.4182 0.03 0.51 -3.19
H -7.6897 -17.6679 -0.0304 2.77 -1.48 0.39
C -8.7137 -18.3275 3.5058 -1.18 -1.68 3.35
C -7.4991 -19.0706 3.0408 -0.08 1.27 2.02
C -7.8198 -20.1189 2.0279 -5.54 -2.57 5.00
O -8.6467 -21.1585 2.6086 -0.76 0.87 -0.14
C -7.8498 -22.0834 3.2651 0.20 -0.61 1.60
N -6.6374 -18.0774 2.4563 4.30 -3.77 14.23
H -9.3812 -19.1243 3.8338 -0.47 0.26 0.34
H -9.1690 -17.7747 2.6841 -1.22 -2.05 7.02
H -8.5839 -17.6091 4.3152 0.59 -0.26 0.29
H -7.0607 -19.4769 3.9523 -0.37 -0.63 0.03
H -6.9678 -20.5439 1.4973 -2.73 -10.17 16.57
H -8.5034 -19.6720 1.3061 1.24 -1.17 -0.17
H -7.0515 -22.4965 2.6485 -2.12 0.65 1.31
H -8.3905 -22.9547 3.6347 -0.61 0.33 -0.01
H -7.3590 -21.6105 4.1158 0.06 -0.03 0.48
H -6.3763 -17.3717 3.1301 -0.03 -0.40 1.59
H -5.7459 -18.5365 2.3351 -1.66 1.42 0.74
C -9.1706 -17.2865 -2.7647 -0.34 0.73 -0.08
C -8.0362 -17.1761 -1.7389 -4.12 0.47 1.00
C -8.4575 -16.4102 -0.4125 -4.34 1.47 -5.63
O -9.6702 -17.0083 0.0999 -0.74 0.03 0.37
C -9.5938 -17.7958 1.2897 -1.20 1.29 -5.01
N -7.5878 -18.5061 -1.3807 -1.95 -1.35 -3.07
H -10.0946 -17.6812 -2.3422 -0.01 0.03 0.34
H -8.9597 -17.9305 -3.6184 0.53 -0.08 0.05
H -9.4139 -16.3111 -3.1860 -0.10 0.20 0.00
H -7.1398 -16.7289 -2.1685 -5.68 0.71 2.00
H -8.6905 -15.3985 -0.7446 -0.66 0.30 -0.13
H -7.6908 -16.3264 0.3577 -2.36 -2.36 -5.80
H -9.3884 -18.8337 1.0279 -0.64 0.66 -0.21
H -10.5498 -17.8947 1.8038 -0.25 0.91 -0.11
H -8.8031 -17.5104 1.9836 0.50 2.61 -5.78
H -7.4342 -19.0022 -2.2470 0.42 -0.24 -0.85
H -8.4265 -18.9974 -1.1062 -0.45 -0.36 0.59
```
Positions in Å, forces in eV/Å.

Values from the calculation:
multiplicity: 1
DFT total energy: -2238.157854 a.u.
HOMO: -0.24164 hartree
ΔE to the lowest compared entry with this formula, charge and spin: 7943.8 kJ/mol
lowest unoccupied orbital energy: 0.014 Eh
gap between HOMO and LUMO: 0.256 Ha


Record 2
# C30H95N19O16

16 unconnected molecules or ions with the total composition C30H95N19O16 at a distorted geometry (ωB97M-V with the def2-TZVPD basis set, the Open Molecules 2025 dataset).

```
160
Properties=species:S:1:pos:R:3:forces:R:3
C -4.1767 -1.7700 5.1452 0.16 0.02 0.21
C -4.3295 -2.3874 3.7664 -0.30 -0.50 0.77
O -4.9411 -1.4662 2.8851 0.18 0.28 0.02
H -3.3682 -1.0386 5.1120 -0.11 0.14 0.08
H -3.8824 -2.5334 5.8692 0.06 -0.08 -0.12
H -5.0699 -1.2978 5.5557 -0.15 -0.01 -0.30
H -4.9249 -3.3050 3.7922 -0.04 0.00 0.13
H -3.3107 -2.6849 3.4933 -0.04 0.08 -0.59
H -5.2288 -1.8876 2.0591 0.33 -0.04 -0.33
C -7.0216 2.3249 4.2169 -0.03 0.19 1.20
C -5.5497 1.8989 4.1673 -0.26 0.93 -1.11
O -5.2762 1.2977 2.8902 0.06 -0.50 0.73
H -7.1733 3.2031 4.8547 0.23 -0.21 0.28
H -7.5757 1.5082 4.6826 -0.35 0.09 -0.27
H -7.4918 2.6337 3.2851 0.44 -0.45 -0.38
H -5.2739 1.2385 4.9904 -0.15 -0.06 -0.04
H -4.8802 2.7613 4.2361 -0.11 0.00 0.02
H -5.4406 0.3451 3.0169 0.32 0.07 -0.47
C 3.2548 -0.7630 -2.0122 -0.32 -0.28 -0.70
C 1.9387 -1.4312 -1.6518 0.53 -0.11 0.45
O 1.1864 -0.5731 -0.7965 -0.30 0.21 -0.02
H 3.9454 -0.5913 -1.1894 -0.63 -0.40 -0.28
H 3.0683 0.1907 -2.5069 0.08 -0.11 -0.12
H 3.7497 -1.4469 -2.7065 0.12 0.21 -0.13
H 2.2141 -2.3535 -1.1257 -0.38 -0.13 0.06
H 1.3906 -1.7011 -2.5569 -0.10 0.10 0.01
H 0.2282 -0.7587 -0.7814 0.71 -0.23 0.23
C 1.1340 2.0572 5.9259 0.54 -0.68 0.13
C 0.7795 0.6053 5.5620 -1.49 1.83 -0.40
O -0.6487 0.6203 5.3263 0.04 -0.24 0.12
H 1.0802 2.7083 5.0539 0.22 -0.01 -0.03
H 2.1299 2.0492 6.3796 0.07 0.39 -0.24
H 0.4463 2.4615 6.6684 -0.12 -0.23 0.06
H 1.0000 -0.0337 6.4149 0.10 -0.40 -0.33
H 1.2147 0.3256 4.6025 0.63 -0.36 0.40
H -0.8864 0.3680 4.4121 -0.06 -0.45 0.35
C -1.0221 -4.4003 1.6005 0.16 0.47 -0.13
C 0.2955 -3.6668 1.8484 -0.62 0.57 0.29
O 1.4574 -4.3697 1.4663 0.05 -0.07 0.02
H -1.8449 -3.6822 1.6115 -0.06 0.03 0.30
H -1.1733 -5.1429 2.3800 -0.16 -0.27 -0.27
H -1.0668 -4.8203 0.5982 0.24 -0.30 0.11
H 0.3462 -3.4789 2.9233 0.29 -0.10 0.02
H 0.2575 -2.6670 1.3989 0.12 -0.08 -0.24
H 1.6283 -4.1938 0.5370 -0.02 -0.07 -0.03
C 2.2982 5.6668 0.8438 1.20 0.35 0.52
O 3.0982 5.9823 -0.0453 -1.01 -0.37 0.65
N 1.3969 6.5306 1.4180 0.40 -0.56 -0.65
N 2.3463 4.4278 1.4980 -0.35 1.44 -0.80
H 0.8108 6.2119 2.1821 0.05 0.35 -0.18
H 1.3565 7.4649 1.0568 -0.06 -0.01 0.00
H 3.0282 3.7972 1.1044 -0.40 -0.54 0.08
H 1.4324 4.1441 1.8157 0.28 -0.68 0.24
C -1.7338 5.6149 3.2701 -0.79 -0.48 0.25
O -0.5842 5.3417 2.9289 -0.21 0.10 0.06
N -2.0411 6.5556 4.2119 0.79 -0.01 -0.06
N -2.8160 4.9534 2.7744 0.21 0.11 0.35
H -2.9667 6.8651 4.4290 -0.16 -0.07 -0.10
H -1.2697 7.0126 4.6647 -0.03 0.02 -0.01
H -2.7181 4.2827 2.0343 0.04 0.09 -0.11
H -3.7207 5.0871 3.1818 -0.17 0.02 -0.14
C -2.4999 -5.2797 -2.8890 -0.40 0.30 -1.06
O -2.3609 -4.0646 -3.0473 0.07 -0.81 0.53
N -2.0513 -5.9816 -1.8053 0.07 0.09 0.14
N -3.1248 -6.0542 -3.8524 0.68 0.93 1.42
H -1.6278 -5.5094 -1.0282 -0.09 0.23 -0.23
H -2.3267 -6.9291 -1.6357 -0.06 -0.11 -0.11
H -3.2014 -7.0355 -3.6856 -0.23 -0.21 -0.61
H -3.4163 -5.5537 -4.6715 -0.09 -0.41 -0.19
C -5.5813 2.0409 -0.8746 -0.55 0.65 1.65
O -5.8884 0.8513 -0.9339 0.34 0.69 -0.64
N -5.6156 2.9617 -1.9054 0.28 -0.54 -0.66
N -5.2222 2.6584 0.2986 -0.11 -0.57 -0.06
H -5.4726 3.9345 -1.7007 -0.10 0.07 0.12
H -6.0376 2.7397 -2.7893 -0.02 -0.26 0.10
H -5.2781 2.1583 1.1818 -0.01 -0.22 -0.19
H -4.9263 3.6220 0.3205 0.09 -0.06 -0.20
C -0.2851 -2.7475 -6.2429 0.03 -0.94 -0.05
O -0.5480 -3.8097 -6.8137 -0.15 0.92 0.09
N 0.7003 -1.9003 -6.7426 -0.95 -1.33 0.81
N -0.9138 -2.3444 -5.1024 0.41 -0.10 -0.60
H 0.8843 -1.0704 -6.2085 0.00 0.49 -0.73
H 0.7321 -2.0543 -7.7353 0.71 0.74 -0.05
H -0.4304 -1.6897 -4.5165 -0.40 0.29 0.18
H -1.6122 -2.9629 -4.7293 0.19 -0.20 0.40
C -3.4063 2.1323 6.9129 0.83 0.53 0.95
O -4.4193 2.5237 7.4707 -0.28 -0.11 -0.39
N -2.7140 2.9128 5.9975 -0.57 -0.34 0.32
N -2.7187 1.0174 7.2736 0.36 -0.63 -0.34
H -3.2447 3.7131 5.7072 0.19 0.01 -0.35
H -2.0367 2.4651 5.4005 0.05 0.18 -0.13
H -1.9227 0.7181 6.7224 -0.05 0.10 -0.05
H -3.0410 0.3769 7.9726 -0.49 0.25 0.06
C -2.3833 4.2113 -0.6852 -0.62 -0.52 0.47
O -3.3749 4.8033 -0.2150 1.11 -0.20 -0.47
N -1.1027 4.3816 -0.2003 -2.08 0.08 -0.81
N -2.5295 3.2411 -1.6429 0.28 0.87 0.36
H -1.0375 5.0319 0.5666 0.84 -0.10 0.02
H -0.4069 3.7740 -0.5818 0.62 0.22 0.53
H -1.7200 2.7790 -2.0158 -0.12 -0.25 -0.19
H -3.4732 2.9902 -1.9082 0.23 0.00 -0.19
C 0.1006 1.3900 -3.7598 0.33 0.89 0.17
O -0.1380 0.2678 -4.1864 0.05 0.15 0.51
N -0.1946 2.5100 -4.5000 -0.34 -0.60 -0.26
N 0.6514 1.6685 -2.5337 -0.56 -0.94 -0.48
H -0.8471 2.3530 -5.2475 0.24 0.18 -0.22
H 0.1338 3.4346 -4.3069 -0.05 0.10 0.16
H 0.7881 0.8767 -1.8932 0.43 0.56 0.00
H 0.8860 2.6140 -2.3070 0.21 0.03 0.26
C -6.5411 -4.0759 0.6668 -0.63 0.13 0.40
C -6.7308 -2.7290 -0.0406 0.28 -1.06 0.86
C -7.6421 -1.7963 0.7275 -0.24 1.17 -0.35
O -8.9430 -2.3194 0.8011 -0.17 -0.75 -0.14
C -9.9090 -1.3843 1.2220 0.46 0.11 -0.20
N -5.4040 -2.1202 -0.1260 -0.35 -0.03 0.48
H -7.5056 -4.5371 0.8946 0.00 0.00 -0.29
H -6.0472 -3.9821 1.6388 0.29 0.08 -0.18
H -5.9872 -4.7257 -0.0048 0.21 -0.26 0.16
H -7.2029 -3.0513 -0.9796 0.04 0.82 -0.24
H -7.6547 -0.8155 0.2247 -0.04 -0.12 -0.26
H -7.2691 -1.5282 1.7285 0.11 -0.52 0.10
H -9.4765 -0.8118 2.0466 -0.40 0.20 0.16
H -10.8128 -1.9084 1.5195 0.10 -0.15 0.20
H -10.1843 -0.7172 0.3991 0.13 0.20 0.03
H -5.4038 -1.1910 -0.5273 0.00 0.03 -0.31
H -4.7561 -2.7488 -0.5777 0.10 0.19 -0.22
C 4.6272 1.0252 3.2235 -0.51 0.63 0.62
C 4.0667 0.3734 1.9721 -0.82 -0.94 0.52
C 4.6664 0.8760 0.6801 0.36 -0.24 -0.64
O 3.9341 2.0084 0.2786 -0.47 0.83 0.61
C 4.1967 2.5618 -0.9956 0.11 -0.53 0.05
N 4.2464 -1.0871 2.0658 -0.29 -0.96 -0.36
H 3.8777 1.1637 4.0110 -0.26 -0.22 -0.21
H 4.9496 2.0491 3.0236 0.34 -0.14 -0.08
H 5.3977 0.4306 3.7143 0.35 0.07 -0.47
H 2.9874 0.5481 1.8909 0.03 0.55 0.02
H 4.5703 0.1112 -0.1025 0.35 0.30 0.74
H 5.7398 1.0856 0.7896 -0.05 0.17 0.02
H 3.7032 3.5313 -1.0671 0.03 0.03 0.18
H 3.7709 1.8919 -1.7525 0.37 0.23 -0.14
H 5.2724 2.7058 -1.1307 -0.02 -0.03 -0.23
H 3.6830 -1.5559 1.3523 0.40 0.37 -0.41
H 3.7781 -1.5007 2.8717 0.41 0.63 0.47
C -0.3453 1.1994 2.0313 0.78 1.90 0.51
C -1.8578 0.9662 2.1248 1.70 -1.66 -0.78
C -2.3907 0.6963 0.7264 -0.87 -0.18 -0.01
O -1.5450 -0.2537 0.0955 1.18 0.14 -1.25
C -1.9462 -0.5941 -1.2534 -2.43 -0.07 1.12
N -1.9514 -0.2983 2.9348 -1.37 -0.34 -1.44
H 0.0301 1.7671 2.8947 -0.29 -0.23 0.26
H -0.0484 1.8881 1.2315 -0.23 -0.37 -0.34
H 0.2898 0.3173 1.9874 -0.37 -0.26 -0.34
H -2.3587 1.8232 2.5683 -0.24 -0.24 0.26
H -2.4993 1.6171 0.1471 0.24 -0.07 -0.08
H -3.3871 0.2336 0.7869 -0.13 0.27 0.10
H -2.6116 0.1723 -1.6666 0.37 0.28 -0.04
H -2.6265 -1.4381 -1.1159 0.18 -0.35 -0.46
H -1.2045 -0.8396 -2.0066 0.65 0.11 0.43
H -1.5420 -1.0037 2.3062 1.09 0.41 0.38
H -2.8884 -0.6663 2.6996 -0.42 0.72 1.23
```
Positions in Å, forces in eV/Å.

Values from the calculation:
multiplicity: 1
DFT total energy: -3444.487485 a.u.
HOMO: -0.33462 hartree
lowest unoccupied orbital energy: 0.006 Eh
gap between HOMO and LUMO: 0.341 Ha